No. 1
Computed, not measured: a 11-piece molecular cluster, C64H153N11O11 overall, with wB97M-V/def2-TZVPD.

Structure (ORCA input):
```
! wB97M-V def2-TZVPD RIJCOSX def2/J DEFGRID3
* xyz 0 1
C 1.092 -3.979 -4.386
C -0.248 -3.687 -3.689
C -0.317 -2.223 -3.348
C -1.472 -3.995 -4.570
C -1.707 -5.507 -4.753
C -1.814 -6.176 -3.352
C -0.716 -5.920 -2.377
C -1.270 -6.324 -0.970
C 0.537 -6.758 -2.559
N -0.441 -4.467 -2.402
O 0.608 -4.210 -1.451
H 1.059 -5.019 -4.756
H 1.259 -3.212 -5.160
H 1.936 -4.029 -3.746
H 0.414 -1.833 -2.632
H -0.180 -1.751 -4.334
H -1.322 -1.838 -3.083
H -2.337 -3.639 -3.962
H -1.299 -3.498 -5.569
H -2.605 -5.706 -5.371
H -0.865 -5.959 -5.260
H -1.957 -7.259 -3.406
H -2.675 -5.756 -2.849
H -0.474 -6.325 -0.272
H -1.874 -7.243 -0.839
H -1.923 -5.536 -0.616
H 0.369 -7.792 -2.349
H 1.239 -6.383 -1.769
H 1.039 -6.638 -3.534
H 1.473 -4.483 -1.762
C 3.376 1.971 -2.304
C 3.853 1.969 -3.765
C 5.070 2.917 -4.087
C 4.200 0.542 -4.162
C 2.998 -0.317 -4.353
C 2.101 0.289 -5.454
C 1.619 1.678 -5.041
C 1.079 2.308 -6.359
C 0.418 1.632 -4.004
N 2.789 2.427 -4.632
O 2.292 3.700 -4.179
H 4.237 1.957 -1.537
H 2.898 2.985 -2.085
H 2.753 1.127 -2.176
H 4.841 3.964 -3.998
H 5.828 2.698 -3.332
H 5.400 2.771 -5.109
H 4.794 0.566 -5.127
H 4.907 0.144 -3.409
H 3.220 -1.383 -4.579
H 2.416 -0.256 -3.517
H 1.198 -0.371 -5.580
H 2.591 0.297 -6.416
H 0.763 3.316 -6.218
H 0.217 1.705 -6.718
H 1.763 2.220 -7.214
H 0.716 1.447 -2.995
H -0.249 0.821 -4.374
H -0.021 2.612 -4.045
H 3.002 4.360 -4.372
C 2.547 2.459 1.442
C 3.880 2.935 1.907
C 4.991 1.929 1.598
C 4.195 4.250 1.199
C 3.420 5.451 1.617
C 3.708 5.557 3.099
C 3.379 4.363 3.971
C 4.056 4.519 5.343
C 1.848 4.108 4.142
N 4.088 3.226 3.336
O 3.768 1.979 4.041
H 1.827 3.280 1.560
H 2.626 2.197 0.399
H 2.337 1.623 2.179
H 4.713 0.918 1.822
H 5.246 1.959 0.501
H 5.915 2.118 2.169
H 5.244 4.424 1.387
H 4.076 4.178 0.106
H 3.704 6.356 0.985
H 2.302 5.301 1.431
H 3.186 6.503 3.423
H 4.775 5.745 3.264
H 3.765 3.632 5.998
H 3.768 5.385 5.884
H 5.171 4.522 5.246
H 1.317 4.471 3.237
H 1.482 4.696 4.981
H 1.828 3.057 4.356
H 4.591 1.728 4.451
C -6.026 3.010 -5.535
C -4.581 3.016 -4.897
C -4.040 1.573 -5.059
C -3.782 4.126 -5.509
C -2.557 4.573 -4.692
C -3.014 4.877 -3.226
C -3.755 3.751 -2.588
C -2.808 2.581 -2.159
C -4.488 4.293 -1.351
N -4.793 3.347 -3.489
O -5.689 2.444 -2.912
H -5.849 3.255 -6.605
H -6.617 2.087 -5.423
H -6.565 3.834 -5.081
H -4.438 1.253 -6.019
H -2.946 1.384 -5.005
H -4.448 0.808 -4.388
H -3.484 3.952 -6.531
H -4.378 5.019 -5.760
H -1.799 3.772 -4.686
H -2.030 5.438 -5.070
H -3.606 5.783 -3.255
H -2.173 5.164 -2.614
H -2.060 2.919 -1.479
H -2.286 2.307 -3.069
H -3.247 1.662 -1.730
H -3.744 4.626 -0.623
H -5.122 3.548 -0.959
H -5.182 5.159 -1.636
H -5.225 1.639 -2.621
C 2.877 -5.067 6.267
O 3.090 -5.685 4.980
C 2.992 -4.826 3.862
C 1.602 -4.653 3.224
C 1.061 -6.002 2.775
N 1.802 -3.785 2.066
H 3.313 -5.777 7.042
H 1.817 -4.903 6.443
H 3.339 -4.122 6.298
H 3.446 -3.845 4.126
H 3.615 -5.345 3.051
H 1.051 -4.164 3.985
H -0.026 -6.082 2.579
H 1.417 -6.752 3.445
H 1.523 -6.240 1.820
H 0.867 -3.761 1.724
H 2.385 -4.322 1.370
C 3.265 -1.933 -0.195
O 4.167 -3.021 -0.587
C 4.548 -3.066 -1.915
C 4.905 -4.438 -2.211
C 5.234 -4.639 -3.713
N 3.733 -5.241 -1.842
H 3.551 -1.049 -0.741
H 3.368 -1.728 0.887
H 2.173 -2.143 -0.472
H 3.700 -2.732 -2.607
H 5.504 -2.417 -2.189
H 5.714 -4.797 -1.622
H 4.313 -4.430 -4.299
H 5.514 -5.683 -3.907
H 6.122 -3.979 -4.022
H 3.698 -6.001 -2.535
H 3.706 -5.637 -0.954
C -1.594 -0.700 6.095
O -0.415 -1.418 6.154
C 0.369 -1.307 5.014
C 1.848 -1.266 5.353
C 2.050 -0.206 6.452
N 2.597 -1.027 4.109
H -2.248 -0.920 5.273
H -1.374 0.348 6.126
H -2.151 -1.005 6.967
H 0.033 -2.150 4.322
H 0.154 -0.423 4.434
H 2.164 -2.244 5.783
H 1.548 -0.678 7.339
H 1.807 0.824 6.254
H 3.114 -0.208 6.738
H 2.437 -1.791 3.439
H 2.346 -0.156 3.645
C -4.651 -1.912 2.659
O -3.817 -2.959 3.015
C -4.315 -3.501 4.213
C -3.590 -4.809 4.532
C -2.110 -4.458 4.666
N -3.875 -5.794 3.484
H -4.857 -1.319 3.538
H -5.598 -2.205 2.099
H -4.111 -1.299 1.917
H -4.134 -2.757 5.040
H -5.351 -3.786 4.283
H -3.957 -5.197 5.489
H -1.794 -3.953 3.734
H -1.384 -5.325 4.703
H -1.891 -3.732 5.490
H -3.480 -6.666 3.845
H -3.370 -5.551 2.654
C -6.461 1.211 1.474
O -5.387 0.963 2.286
C -4.202 1.613 1.966
C -3.280 1.741 3.173
C -3.762 2.698 4.273
N -2.071 2.277 2.590
H -7.294 0.626 1.962
H -6.301 0.923 0.421
H -6.777 2.316 1.397
H -3.650 1.012 1.238
H -4.336 2.667 1.628
H -3.295 0.709 3.612
H -4.584 2.304 4.802
H -3.890 3.604 3.721
H -2.893 2.866 4.948
H -1.651 1.608 1.955
H -1.351 2.446 3.273
C -0.046 5.285 -1.002
O -0.884 5.859 -0.013
C -1.223 5.042 1.062
C -1.926 5.865 2.217
C -3.324 6.443 1.805
N -1.061 7.001 2.586
H 0.990 5.306 -0.676
H -0.088 5.932 -1.899
H -0.323 4.231 -1.314
H -1.923 4.266 0.723
H -0.231 4.639 1.532
H -1.956 5.223 3.047
H -4.059 5.799 1.330
H -3.177 7.286 1.114
H -3.754 6.846 2.717
H -0.605 7.303 1.733
H -0.385 6.749 3.299
C 0.214 0.518 -0.463
O -0.813 0.561 0.565
C -0.947 -0.686 1.187
C -1.130 -1.858 0.174
C -2.271 -1.623 -0.799
N -1.289 -3.112 0.970
H 0.204 1.463 -0.968
H -0.003 -0.254 -1.224
H 1.184 0.355 -0.043
H -0.110 -0.929 1.880
H -1.796 -0.665 1.831
H -0.242 -2.024 -0.447
H -2.164 -0.760 -1.445
H -3.201 -1.452 -0.269
H -2.369 -2.437 -1.436
H -2.225 -3.080 1.392
H -1.289 -3.883 0.289
*
```

Summary:
* lowest unoccupied orbital energy: 0.396 eV
* SMILES: CC1(C)CCCC(C)(C)N1O.CC1(C)CCCC(C)(C)N1O.CC1(C)CCCC(C)(C)N1O.CC1(C)CCCC(C)(C)N1O.COC[C@H](C)N.COC[C@H](C)N.COC[C@H](C)N.COC[C@H](C)N.COC[C@H](C)N.COC[C@H](C)N.COC[C@H](C)N
* HOMO level: -8.2 eV
* relative energy (zero: lowest compared OMol25 entry of this formula, charge and spin): 280.8 kJ/mol

No. 2
Computed, not measured: C21H40Cl3DyN4O3SSi as an isolated structure, with wB97M-V/def2-TZVPD.

Structure (ORCA input):
```
! wB97M-V def2-TZVPD RIJCOSX def2/J DEFGRID3
* xyz 0 6
C -2.262 -2.512 -4.393
C -1.519 -2.730 -3.117
H -2.689 -3.453 -4.771
H -1.514 -2.173 -5.124
H -3.031 -1.763 -4.266
C -0.550 -3.644 -3.084
C -0.244 -4.626 -4.172
H 0.182 -3.626 -2.324
H 0.408 -4.181 -4.940
H -1.222 -4.881 -4.588
H 0.181 -5.533 -3.707
Dy 0.542 1.938 1.941
Cl -1.829 3.002 1.726
Cl 1.739 3.457 0.340
H 1.801 5.968 4.625
H -1.363 6.721 3.943
C 1.535 5.881 3.561
C -0.908 6.248 3.062
N 0.172 5.359 3.471
H 2.234 5.213 3.037
C -0.118 4.106 3.742
O 0.738 3.155 3.785
H -1.650 5.631 2.541
H -1.179 3.887 3.941
H 1.536 6.868 3.094
H -0.521 7.019 2.390
H 2.408 -0.231 -1.760
H 2.967 -2.764 -1.388
C 3.209 -0.141 -1.015
C 3.371 -2.504 -0.398
N 2.925 -1.164 -0.020
H 3.225 0.840 -0.542
C 2.470 -0.860 1.205
O 2.217 0.304 1.599
H 2.998 -3.219 0.330
H 2.329 -1.725 1.881
H 4.157 -0.373 -1.519
H 4.471 -2.592 -0.455
O -0.815 -0.599 -2.149
C -1.698 -1.700 -1.973
C -0.218 -2.615 -0.262
C -1.517 -2.293 -0.588
H 0.554 -2.174 -0.892
C 0.009 -3.441 0.839
H -2.696 -1.350 -2.023
C -2.502 -2.394 0.401
H 0.989 -3.857 0.981
C -1.009 -3.759 1.726
C -2.234 -3.122 1.569
H -3.469 -1.942 0.207
H -0.852 -4.494 2.526
H -2.992 -3.254 2.344
Si -0.690 0.895 -2.801
Cl -0.490 0.459 0.337
C 1.083 1.438 -3.027
C -1.469 2.461 -2.005
C -1.748 0.626 -4.234
H 1.737 1.542 -2.156
H 1.086 2.442 -3.470
H 1.571 0.749 -3.723
H -1.232 -0.194 -4.738
H -1.908 1.496 -4.863
H -2.675 0.223 -3.800
H -2.367 2.300 -1.404
H -1.856 3.024 -2.866
H -0.811 3.165 -1.481
N 0.098 -1.720 5.079
C -0.060 -0.531 4.457
N 0.260 0.563 5.170
S -0.682 -0.494 2.884
H 0.781 -1.773 5.848
H -0.006 -2.553 4.549
H 0.175 1.478 4.739
H 0.436 0.499 6.172
*
```

Summary:
* lowest unoccupied orbital energy (alpha / beta): 0.108 / 0.111 eV
* HOMO level (alpha / beta): -7.9 / -7.9 eV
* relative energy (zero: lowest compared OMol25 entry of this formula, charge and spin): 245.1 kJ/mol

No. 3
Computed, not measured: C23H13ClIN5NdO3Se as an isolated structure, with wB97M-V/def2-TZVPD.

Structure (ORCA input):
```
! wB97M-V def2-TZVPD RIJCOSX def2/J DEFGRID3
* xyz 1 4
Nd 0.283 0.289 -0.338
Cl 5.237 5.379 -0.484
C 4.325 3.990 -0.704
C 5.055 2.803 -0.785
C 4.388 1.577 -0.817
I 5.549 -0.077 -0.787
C 2.975 1.584 -0.914
O 2.345 0.410 -1.145
C 2.176 2.757 -0.812
N 0.817 2.751 -0.735
C 0.138 3.944 -0.516
C 0.750 5.137 -0.376
C 2.139 5.209 -0.563
C 2.890 4.034 -0.728
H 6.133 2.861 -0.672
H -0.945 3.896 -0.478
H 0.168 6.052 -0.133
H 2.703 6.156 -0.574
Se -4.576 -6.138 -0.622
N -4.781 -4.338 -0.733
C -3.609 -3.731 -0.695
C -3.518 -2.307 -0.722
C -4.617 -1.484 -0.559
C -4.345 -0.094 -0.506
C -3.065 0.370 -0.781
N -1.971 -0.439 -0.872
C -2.172 -1.801 -0.841
C -1.025 -2.670 -0.782
N 0.236 -2.100 -0.773
C 1.306 -2.866 -0.538
C 1.246 -4.257 -0.375
C 0.003 -4.892 -0.390
C -1.130 -4.075 -0.636
C -2.432 -4.622 -0.674
N -2.717 -5.901 -0.621
H -5.644 -1.909 -0.485
H -5.124 0.610 -0.220
H -2.935 1.453 -0.902
H 2.260 -2.357 -0.480
H 2.137 -4.840 -0.211
H -0.183 -5.957 -0.152
C -0.371 1.016 4.298
O 0.058 1.574 2.969
C 0.221 0.643 2.028
O 0.949 -0.360 2.057
H -0.541 1.883 4.962
H 0.468 0.470 4.697
H -1.254 0.367 4.118
*
```

Summary:
* lowest unoccupied orbital energy (alpha / beta): -4.283 / -4.284 eV
* HOMO level (alpha / beta): -9.9 / -10.0 eV

No. 4
Computed, not measured: one molecule with the formula C4H3NO, with wB97M-V/def2-TZVPD.

Structure (ORCA input):
```
! wB97M-V def2-TZVPD RIJCOSX def2/J DEFGRID3
* xyz 0 1
O -1.995 0.792 -0.280
C -0.183 -0.687 -0.056
C 1.155 -0.280 -0.167
C 2.313 0.024 -0.337
C -1.233 0.041 0.574
N -1.304 -0.321 1.754
H -1.588 1.666 -0.322
H -0.515 -1.496 -0.707
H 3.348 0.261 -0.459
*
```

Summary:
* lowest unoccupied orbital energy (alpha / beta): -1.039 / -0.703 eV
* HOMO level (alpha / beta): -9.8 / -9.0 eV
* relative energy (zero: lowest compared OMol25 entry of this formula, charge and spin): 388.1 kJ/mol

No. 5
Computed, not measured: C24H39N2O2OsP3 as an isolated structure, with wB97M-V/def2-TZVPD.

Structure (ORCA input):
```
! wB97M-V def2-TZVPD RIJCOSX def2/J DEFGRID3
* xyz 4 5
P 2.581 -0.369 -0.318
C 3.359 -0.657 1.347
H 4.464 -0.692 1.238
H 3.067 -1.618 1.800
H 3.137 0.139 2.075
C 3.298 -1.910 -1.039
H 3.322 -1.907 -2.142
H 2.759 -2.824 -0.719
H 4.355 -2.034 -0.702
C 3.754 0.930 -0.813
H 4.795 0.534 -0.801
H 3.735 1.788 -0.109
H 3.574 1.342 -1.823
P -0.820 2.918 -0.781
C -0.884 4.037 0.685
H -1.409 4.983 0.417
H 0.118 4.329 1.041
H -1.433 3.608 1.542
C 0.105 4.128 -1.816
H 0.037 3.938 -2.901
H 1.181 4.169 -1.549
H -0.296 5.158 -1.654
C -2.567 3.191 -1.266
H -2.749 4.276 -1.448
H -3.267 2.888 -0.459
H -2.881 2.654 -2.179
P -2.014 -1.648 -0.311
C -2.872 -1.969 1.300
H -3.449 -2.920 1.240
H -3.597 -1.178 1.553
H -2.185 -2.076 2.156
C -3.573 -1.639 -1.281
H -4.264 -2.436 -0.916
H -3.426 -1.825 -2.358
H -4.118 -0.679 -1.177
C -1.415 -3.383 -0.492
H -2.275 -4.085 -0.497
H -0.774 -3.688 0.361
H -0.831 -3.569 -1.410
Os -0.128 0.457 -0.113
C 1.009 1.586 0.937
O 1.591 2.254 1.679
C -1.671 0.865 0.940
O -2.502 1.190 1.679
C -1.377 -0.021 -3.691
C -0.732 -1.246 -3.613
C 0.674 -1.290 -3.479
C 1.415 -0.134 -3.671
C 0.760 1.116 -3.749
C -0.620 1.156 -3.882
H -2.455 0.036 -3.796
H -1.263 -2.165 -3.757
H 1.156 -2.260 -3.419
H 2.469 -0.173 -3.867
H 1.362 2.006 -3.893
H -1.120 2.038 -4.230
N 0.867 -2.758 2.513
C 0.728 -2.202 1.317
N 0.290 -0.975 1.446
C 0.144 -0.610 2.810
C -0.208 0.514 3.520
C -0.212 0.414 4.904
C 0.132 -0.748 5.563
C 0.511 -1.894 4.878
C 0.504 -1.789 3.510
H 1.186 -3.698 2.769
H 0.989 -2.700 0.411
H -0.464 1.435 3.034
H -0.496 1.305 5.474
H 0.122 -0.790 6.653
H 0.798 -2.821 5.329
*
```

Summary:
* lowest unoccupied orbital energy (alpha / beta): -11.795 / -15.926 eV
* HOMO level (alpha / beta): -17.4 / -20.8 eV

Listing energy for the structures above in their given order: -107752.30849 -114899.03055 -138896.15339 -7728.72141 -62883.94690 eV.